1.
The following is a quantum chemistry calculation of a molecular structure, C42H46N6O2P2Pt, from the OMol25 dataset.

Atoms and positions in Å:
Pt 0.4392 1.0049 -2.2504
C -0.9527 1.4114 -3.5932
C -0.9966 0.0363 -3.9575
C -0.3198 -0.3988 -5.1993
C 1.1267 0.2101 -5.3813
C 1.7348 0.8076 -4.1415
C 1.3776 2.0783 -3.5575
C 0.5447 3.0200 -4.4429
C -0.7314 2.3601 -4.8093
C 1.6065 1.4206 0.0800
H -1.7073 1.8536 -2.9067
H -1.8881 -0.5416 -3.6273
H -0.9138 -0.0998 -6.0892
H -0.2433 -1.4944 -5.2891
H 1.7902 -0.6036 -5.7060
H 1.0912 0.8637 -6.2788
H 2.7208 0.3883 -3.9457
H 2.0273 2.6698 -2.9319
H 1.1509 3.3390 -5.2730
H 0.3469 3.8738 -3.8027
H -1.5257 3.0832 -5.0245
H -0.6450 1.8030 -5.7387
H 1.1297 2.2854 0.5857
H 2.7131 1.5301 0.3336
H 1.3474 0.5123 0.6276
P 1.9739 -0.7804 -1.4056
P -1.3648 -0.6107 -1.2542
N 3.6569 0.0650 -1.9331
N 2.6902 -2.0216 -0.3242
N -2.9049 0.5858 -1.5410
N -2.4865 -1.5035 -0.3320
C 0.9973 -1.8823 -2.6011
C -0.4613 -2.0430 -2.2266
C 3.7249 1.4417 -1.7707
C 4.9627 1.9320 -2.1315
C 5.7020 0.8008 -2.5444
C 4.8835 -0.3339 -2.4616
C 3.4240 -1.7436 0.8498
C 4.4555 -2.6559 0.9509
C 4.3398 -3.5520 -0.1543
C 3.2979 -3.1348 -0.9415
C -2.8642 1.8981 -1.0472
C -3.7256 2.7125 -1.7777
C -4.3592 1.8677 -2.7313
C -3.8762 0.5777 -2.5314
C -3.8584 -1.7058 -0.4348
C -4.2968 -2.5546 0.5468
C -3.1455 -2.8844 1.3242
C -2.0619 -2.2801 0.7443
H 1.4459 -2.8835 -2.6317
H 1.1668 -1.4346 -3.5953
H -1.0443 -2.2447 -3.1180
H -0.5817 -2.9027 -1.5640
H 2.9023 2.0599 -1.4805
H 5.2206 2.9661 -2.0486
H 6.7165 0.8346 -2.8520
H 5.0647 -1.3486 -2.7760
H 3.1217 -0.9655 1.5203
H 5.2260 -2.6551 1.6731
H 4.9396 -4.3956 -0.3899
H 2.9333 -3.4993 -1.8799
H -2.2898 2.1112 -0.1602
H -3.8156 3.7623 -1.6193
H -5.0607 2.1585 -3.4741
H -4.2418 -0.3152 -3.0068
H -4.4297 -1.2160 -1.1803
H -5.2970 -2.9345 0.6803
H -3.0894 -3.4636 2.2213
H -1.0093 -2.3266 0.9418
O -1.5568 2.9650 1.4675
C -1.3928 1.8673 2.0542
N -1.4458 1.7144 3.4380
C -0.9508 0.4209 3.8578
C -0.5607 -0.1653 2.5033
O 0.1424 -1.1787 2.3557
N -1.0632 0.6215 1.5118
C 0.2722 0.6565 4.7667
C 1.3073 -0.2758 4.8883
C 2.3308 -0.0732 5.8312
C 2.3466 1.0987 6.5897
C 1.3204 2.0293 6.4571
C 0.3049 1.8304 5.5244
C -2.0291 -0.4131 4.5190
C -1.8450 -0.9545 5.7986
C -2.8767 -1.6693 6.4201
C -4.0938 -1.8444 5.7568
C -4.2834 -1.2923 4.4882
C -3.2483 -0.5976 3.8621
H -1.8701 2.4586 3.9913
H 1.3039 -1.1670 4.2544
H 3.1053 -0.8374 5.9355
H 3.1897 1.2964 7.2499
H 1.2920 2.9258 7.0671
H -0.4602 2.5933 5.4052
H -0.8786 -0.8157 6.3054
H -2.6912 -2.0645 7.4240
H -4.8659 -2.4425 6.2303
H -5.2386 -1.3963 3.9822
H -3.3690 -0.2057 2.8518

The energy above the lowest of the compared OMol25 structures with the same formula, charge and spin comes out at 140.15 kcal/mol. The expectation value of S² is 6.072. The spin multiplicity is 5. As for the total charge: +2. For the LUMO energy (alpha / beta), the calculation gives -0.242 / -0.339 Ha.

2.
The following is a quantum chemistry calculation of a molecular structure, C42H47CeClP3, from the OMol25 dataset.

Atoms and positions in Å:
Ce -0.0102 0.0006 0.1492
Cl 0.3436 -0.0576 -2.5019
P -0.0421 2.5170 -0.1999
P -0.0440 -2.5246 -0.0831
C 0.0773 3.2890 1.3889
C -1.5588 3.0242 -0.9605
C 1.3708 2.9817 -1.1963
C 1.5423 -3.1924 -0.4560
C -0.5987 -3.1944 1.4638
C -1.2437 -2.9231 -1.3623
C 1.1720 4.1048 1.6660
C 1.2164 4.7898 2.8743
C 0.1823 4.6665 3.7921
C -0.9031 3.8485 3.5094
C -0.9556 3.1589 2.2976
H 1.9845 4.2038 0.9420
H 2.0765 5.4343 3.0929
H 0.2201 5.2130 4.7419
H -1.7253 3.7407 4.2255
H -1.8151 2.5015 2.0816
C 2.6303 2.4800 -0.9166
C 3.7385 2.9770 -1.6190
C 3.5566 3.9443 -2.6026
C 2.2779 4.4201 -2.8836
C 1.1712 3.9409 -2.1806
H 2.7703 1.6939 -0.1542
H 4.7358 2.5884 -1.3968
H 4.4169 4.3234 -3.1593
H 2.1304 5.1737 -3.6636
H 0.1724 4.3056 -2.4055
C -1.9673 4.3078 -0.6487
C -3.1201 4.8320 -1.2527
C -3.8435 4.0562 -2.1631
C -3.4214 2.7644 -2.4670
C -2.2719 2.2461 -1.8556
H -1.4165 4.9152 0.0697
H -3.4455 5.8426 -1.0079
H -4.7407 4.4648 -2.6316
H -3.9817 2.1535 -3.1768
H -1.9372 1.2218 -2.1094
C -1.7928 -3.9075 1.5116
C -2.1669 -4.5165 2.6997
C -1.3661 -4.4151 3.8311
C -0.1771 -3.6932 3.7768
C 0.2091 -3.0844 2.5831
H -2.4184 -3.9933 0.6205
H -3.1044 -5.0858 2.7403
H -1.6647 -4.9000 4.7679
H 0.4648 -3.6050 4.6591
H 1.1478 -2.5032 2.5465
C 2.5147 -2.5187 -1.1750
C 3.7189 -3.1619 -1.4875
C 3.9351 -4.4712 -1.0642
C 2.9513 -5.1390 -0.3308
C 1.7445 -4.4889 -0.0260
H 2.3462 -1.4832 -1.5218
H 4.4848 -2.6343 -2.0599
H 4.8732 -4.9763 -1.3003
H 3.1140 -6.1621 0.0081
H 0.9880 -5.0152 0.5583
C -0.9916 -4.0601 -2.1193
C -1.9458 -4.4629 -3.0585
C -3.1241 -3.7369 -3.2268
C -3.3576 -2.5985 -2.4639
C -2.3961 -2.1828 -1.5258
H -0.0699 -4.6187 -1.9949
H -1.7566 -5.3531 -3.6640
H -3.8625 -4.0582 -3.9657
H -4.2729 -2.0169 -2.5921
H -2.5719 -1.2591 -0.9360
H 3.2117 -0.0563 -3.8185
H 2.5838 -0.0679 -4.2662
C 2.4092 1.4134 3.0565
C 1.7653 0.0383 3.2187
P -0.1304 0.1140 2.9195
C -1.9212 -0.2806 2.4521
C -2.7424 -1.0104 3.5656
C -0.3079 0.6320 4.6433
C -0.2317 -0.4999 5.7036
H 2.2538 1.7570 2.0237
H 3.4792 1.2791 3.1948
H 2.0578 2.1749 3.7417
H 2.1644 -0.6016 2.4816
H 1.9792 -0.3663 4.2149
H -2.4829 0.6471 2.2288
H -1.9476 -0.9035 1.5400
H -2.8472 -0.3846 4.4344
H -3.7233 -1.2167 3.1549
H -2.2534 -1.9528 3.8058
H 0.4765 1.3883 4.9292
H -1.2359 1.1539 4.7459
H 0.7177 -1.0293 5.7270
H -0.3864 -0.0562 6.6903
H -1.0237 -1.2384 5.5467

The energy above the lowest of the compared OMol25 structures with the same formula, charge and spin comes out at 102.73 kcal/mol. The expectation value of S² is 0.753. The spin multiplicity is 2. As for the total charge: +2. For the LUMO energy (alpha / beta), the calculation gives -0.243 / -0.242 Ha.

3.
The following is a quantum chemistry calculation of a molecular structure, C42H47ClIrN9O3S2, from the OMol25 dataset.

Atoms and positions in Å:
Ir -0.0347 -0.2195 1.5885
N 1.7481 1.0634 5.4405
C 1.2114 0.9402 4.2541
S 1.9088 -0.0274 3.0393
N 0.1144 1.7616 4.0654
N -0.5209 1.5401 2.9598
C -1.4132 2.4617 2.5514
C -1.7661 3.6433 3.2768
C -1.9168 4.8636 2.5767
C -2.2283 6.0175 3.2580
C -2.4417 5.9714 4.6357
C -2.3239 4.7683 5.3361
C -1.9668 3.6176 4.6755
C -1.9726 2.1796 1.2164
C -3.1460 2.7634 0.7711
C -3.6035 2.4765 -0.5135
C -2.8703 1.6197 -1.3097
C -1.7246 1.0372 -0.7815
N -1.2927 1.2948 0.4498
H 2.5900 0.5597 5.6859
H 1.3772 1.7459 6.0914
H -1.7286 4.9048 1.5107
H -2.3057 6.9565 2.7264
H -2.7044 6.8772 5.1672
H -2.5134 4.7438 6.4012
H -1.8930 2.6827 5.2128
H -3.7028 3.4209 1.4232
H -4.5224 2.9194 -0.8768
H -3.1830 1.3757 -2.3172
H -1.1380 0.3323 -1.3571
N -3.3896 -4.6889 -3.1924
C -3.7494 -3.6079 -2.4674
O -4.7855 -2.9924 -2.5860
C -2.7451 -3.0910 -1.4604
C -3.2282 -2.6491 -0.2346
C -2.3683 -2.0325 0.6421
N -1.0776 -1.7943 0.3434
C -0.6037 -2.2418 -0.8317
C -1.3965 -2.9093 -1.7454
H -4.0611 -5.0614 -3.8464
H -2.6037 -5.2630 -2.9438
H -4.2753 -2.7688 0.0126
H -2.6999 -1.6967 1.6161
H 0.4347 -2.0437 -1.0543
H -0.9662 -3.2400 -2.6828
C -1.7764 -3.1733 4.9838
S -0.9512 -1.6363 4.6361
O -1.0318 -1.5488 3.0992
C -2.1532 -0.4916 5.2690
C -3.2596 -0.1259 4.5118
C -4.2123 0.7077 5.0806
C -4.0558 1.1580 6.3898
C -2.9387 0.7960 7.1300
C -1.9701 -0.0285 6.5670
H -2.7730 -3.1454 4.5461
H -1.8299 -3.2821 6.0687
H -1.1703 -3.9719 4.5561
H -3.3812 -0.5015 3.5034
H -5.0910 0.9888 4.5145
H -4.8143 1.7902 6.8351
H -2.8241 1.1430 8.1499
H -1.0994 -0.3272 7.1442
C 5.5980 -3.4795 -2.9923
C 4.4059 -2.6908 -3.5487
C 4.3102 -2.9677 -5.0537
C 3.1437 -3.2478 -2.8718
C 4.6067 -1.1592 -3.3130
O 5.9474 -0.8000 -3.6478
C 3.7056 -0.2310 -4.1549
C 2.1903 -0.4600 -4.2051
C 1.3923 0.7554 -4.6184
C 1.9113 1.7613 -5.4249
C 1.1377 2.8478 -5.8018
C -0.1754 2.9354 -5.3698
Cl -1.1417 4.2768 -5.8264
C -0.7190 1.9414 -4.5723
C 0.0696 0.8671 -4.2060
C 4.6175 -0.7428 -1.8214
N 3.3539 -0.2602 -1.2411
C 2.5632 -0.8548 -0.3643
N 1.5652 -0.0330 -0.0435
C 1.8234 1.0916 -0.7817
N 2.9091 0.9932 -1.4966
H 5.4431 -4.5427 -3.1875
H 5.7133 -3.3673 -1.9104
H 6.5380 -3.1881 -3.4555
H 4.2942 -4.0449 -5.2269
H 5.1709 -2.5797 -5.6061
H 3.4074 -2.5491 -5.5035
H 3.0399 -4.3026 -3.1380
H 2.2261 -2.7420 -3.1784
H 3.2279 -3.2139 -1.7807
H 6.1635 -1.1228 -4.5286
H 4.0955 -0.2812 -5.1738
H 3.9081 0.7818 -3.8051
H 1.7926 -0.7943 -3.2420
H 1.9613 -1.2652 -4.9110
H 2.9361 1.7059 -5.7714
H 1.5436 3.6289 -6.4317
H -1.7551 2.0210 -4.2635
H -0.3526 0.0713 -3.5979
H 5.3128 0.0862 -1.7383
H 4.9761 -1.5513 -1.1891
H 2.7377 -1.8412 0.0397
H 1.2162 1.9854 -0.7566

The energy above the lowest of the compared OMol25 structures with the same formula, charge and spin comes out at 40.06 kcal/mol. The expectation value of S² is 8.786. The spin multiplicity is 6. As for the total charge: +3. For the LUMO energy (alpha / beta), the calculation gives -0.333 / -0.410 Ha.

4.
The following is a quantum chemistry calculation of a molecular structure, C42H47N2O2PPtS, from the OMol25 dataset.

Atoms and positions in Å:
Pt -0.2053 0.8103 1.0172
N -1.0772 -3.0973 4.9298
C -0.4018 -2.2004 5.6884
O -0.2513 -2.3397 6.8880
C 0.1614 -0.9941 4.9872
C 0.8543 -0.0639 5.7518
C 1.4016 1.0451 5.1329
C 1.2260 1.2048 3.7690
N 0.5415 0.3215 3.0354
C 0.0335 -0.7604 3.6303
H -1.4063 -3.9307 5.3855
H -1.1256 -3.0558 3.9280
H 0.9538 -0.2409 6.8143
H 1.9614 1.7830 5.6911
H 1.6476 2.0423 3.2243
H -0.4834 -1.4316 2.9522
C 4.4724 0.2943 0.5663
S 2.7863 0.9406 0.5121
O 2.8911 2.3054 1.1170
C 2.6937 1.0921 -1.2652
C 2.4746 -0.0667 -2.0046
C 2.3802 0.0238 -3.3849
C 2.4714 1.2649 -4.0068
C 2.6570 2.4157 -3.2518
C 2.7731 2.3333 -1.8680
H 5.1499 1.0501 0.1672
H 4.5393 -0.6328 -0.0055
H 4.6902 0.1017 1.6170
H 2.3455 -1.0241 -1.5074
H 2.2112 -0.8738 -3.9684
H 2.3817 1.3353 -5.0849
H 2.7094 3.3829 -3.7377
H 2.9154 3.2124 -1.2536
C -0.1032 -1.1166 0.4457
C 0.1172 -2.2748 0.0890
C 0.4501 -3.5555 -0.3569
C 0.7951 -3.7328 -1.7754
C 0.3054 -2.8391 -2.7421
C 0.6673 -2.9543 -4.0740
C 1.5396 -3.9564 -4.4835
C 2.0485 -4.8390 -3.5396
C 1.6838 -4.7321 -2.2061
C 0.4782 -4.6611 0.6073
C 0.1808 -5.9818 0.2384
C 0.1808 -7.0023 1.1764
C 0.4850 -6.7397 2.5060
C 0.7797 -5.4372 2.8908
C 0.7679 -4.4112 1.9580
H -0.3665 -2.0520 -2.4284
H 0.2608 -2.2583 -4.7997
H 1.8229 -4.0456 -5.5248
H 2.7451 -5.6120 -3.8418
H 2.1118 -5.4119 -1.4817
H -0.0798 -6.1992 -0.7885
H -0.0660 -8.0112 0.8666
H 0.4935 -7.5401 3.2350
H 1.0309 -5.2207 3.9231
H 1.0176 -3.3985 2.2540
C -2.5447 -0.1681 -1.6010
C -2.1688 1.2926 -1.8810
C -3.3809 1.9405 -2.5658
C -0.9630 1.2824 -2.8315
P -1.5575 2.0783 -0.2832
C -0.7400 3.6649 -0.7333
C -1.1098 4.4978 -1.7938
C -0.4448 5.6921 -2.0309
C 0.5968 6.0902 -1.2015
C 0.9710 5.2803 -0.1415
C 0.3131 4.0764 0.0815
C -3.0058 2.6702 0.7632
C -3.8680 3.7595 0.1159
C -3.8791 1.4648 1.1378
C -2.4036 3.2610 2.0486
H -2.8096 -0.6398 -2.5547
H -3.4063 -0.2598 -0.9377
H -1.7197 -0.7114 -1.1556
H -3.4783 1.5081 -3.5675
H -3.3132 3.0204 -2.6809
H -4.3048 1.7172 -2.0299
H -1.1991 0.6480 -3.6920
H -0.0833 0.8638 -2.3357
H -0.7056 2.2736 -3.2025
H -1.9165 4.2203 -2.4551
H -0.7452 6.3153 -2.8651
H 1.1140 7.0240 -1.3863
H 1.7908 5.5640 0.5078
H 0.6541 3.4332 0.8872
H -4.5003 3.3716 -0.6779
H -3.2644 4.5793 -0.2814
H -4.5268 4.1827 0.8810
H -4.4707 1.1148 0.2897
H -4.5774 1.7584 1.9278
H -3.2732 0.6355 1.5068
H -1.8254 4.1630 1.8413
H -1.7559 2.5402 2.5541
H -3.2175 3.5307 2.7289

The energy above the lowest of the compared OMol25 structures with the same formula, charge and spin comes out at 0.00 kcal/mol. The expectation value of S² is 2.041. The spin multiplicity is 3. As for the total charge: 0. For the LUMO energy (alpha / beta), the calculation gives 0.005 / -0.016 Ha.

5.
The following is a quantum chemistry calculation of a molecular structure, C42H48As2CsN5O4S, from the OMol25 dataset.

Atoms and positions in Å:
Cs -2.1639 0.0690 0.1556
C 1.3728 2.3351 -0.9217
C 1.4135 1.5458 0.3831
As 2.5378 2.3329 1.8153
C 1.8787 4.1629 1.8071
C 2.7410 5.2187 2.0943
C 2.2580 6.5161 2.1927
C 0.9042 6.7720 2.0171
C 0.0349 5.7236 1.7519
C 0.5206 4.4256 1.6519
C 4.1322 2.5035 0.6889
C 4.3637 3.5389 -0.2148
C 5.4777 3.5130 -1.0451
C 6.3694 2.4490 -0.9846
C 6.1480 1.4149 -0.0858
C 5.0386 1.4481 0.7493
As 0.3098 1.4518 -2.3252
C 1.1423 2.3146 -3.8697
C 1.2870 1.6120 -5.0638
C 1.8431 2.2240 -6.1779
C 2.2571 3.5484 -6.1121
C 2.1109 4.2553 -4.9282
C 1.5536 3.6420 -3.8126
C 1.3372 -0.2107 -2.4387
C 0.6705 -1.3972 -2.7202
C 1.3695 -2.5933 -2.8537
C 2.7458 -2.6111 -2.6907
C 3.4234 -1.4306 -2.3995
C 2.7241 -0.2389 -2.2801
H 2.3796 2.4759 -1.3111
H 0.9449 3.3276 -0.7652
H 1.8655 0.5625 0.2313
H 0.4267 1.3424 0.8039
H 3.7987 5.0297 2.2390
H 2.9399 7.3278 2.4110
H 0.5280 7.7831 2.0959
H -1.0234 5.9116 1.6266
H -0.1732 3.6149 1.4602
H 3.6716 4.3694 -0.2785
H 5.6456 4.3214 -1.7450
H 7.2364 2.4312 -1.6315
H 6.8422 0.5865 -0.0294
H 4.8760 0.6415 1.4566
H 0.9792 0.5739 -5.1205
H 1.9571 1.6643 -7.0970
H 2.6905 4.0264 -6.9805
H 2.4323 5.2872 -4.8691
H 1.4483 4.2093 -2.8955
H -0.4080 -1.3872 -2.8501
H 0.8372 -3.5089 -3.0807
H 3.2921 -3.5401 -2.7884
H 4.4976 -1.4383 -2.2691
H 3.2707 0.6741 -2.0676
C 0.0601 -2.1087 2.7494
N 0.5913 -3.4067 3.1748
C 2.0148 -3.4556 2.8350
N 2.2566 -3.2711 1.3976
C 1.6869 -1.9772 1.0065
N 0.2521 -1.8835 1.3075
C -0.4131 -2.9846 0.5916
N 0.0897 -4.2973 0.9662
C -0.0973 -4.4551 2.4152
C 1.5271 -4.3220 0.6796
H 0.5783 -1.3154 3.2938
H -1.0048 -2.0486 2.9768
H 2.4203 -4.4231 3.1368
H 2.5374 -2.6693 3.3832
H 1.8387 -1.8288 -0.0651
H 2.2102 -1.1858 1.5516
H -0.2551 -2.8349 -0.4787
H -1.4786 -2.9388 0.8226
H 0.2925 -5.4301 2.7126
H -1.1638 -4.4200 2.6458
H 1.6777 -4.1818 -0.3922
H 1.9279 -5.2952 0.9689
C -4.9696 -2.1161 -2.9451
C -5.1931 -2.4483 -1.4920
C -6.4399 -2.2755 -0.9038
C -6.6446 -2.5623 0.4418
C -5.5843 -3.0241 1.2052
C -4.3278 -3.2063 0.6365
C -4.1423 -2.9220 -0.7065
S -5.7808 -3.3443 2.9393
O -7.1878 -3.3627 3.2082
O -4.9323 -4.4546 3.2542
N -5.1496 -2.0526 3.6746
C -5.8163 -0.7570 3.4820
C -4.8039 0.3717 3.6728
C -3.7260 0.3385 2.5992
O -2.9836 -0.6959 2.5628
O -3.6505 1.2963 1.7896
H -5.9020 -2.1459 -3.5063
H -4.2699 -2.8147 -3.4043
H -4.5544 -1.1112 -3.0544
H -7.2670 -1.9213 -1.5069
H -7.6164 -2.4488 0.9007
H -3.5271 -3.5885 1.2523
H -3.1697 -3.0875 -1.1613
H -4.1488 -1.9845 3.4791
H -6.6247 -0.6681 4.2044
H -6.2582 -0.6864 2.4831
H -4.3291 0.2473 4.6491
H -5.3058 1.3363 3.6382

The energy above the lowest of the compared OMol25 structures with the same formula, charge and spin comes out at 0.00 kcal/mol. As for the total charge: 0. For the LUMO energy, the calculation gives 0.000 Ha.